Entry from OMol25: a 6-piece molecular cluster, C26H50BN9O5P overall (ωB97M-V/def2-TZVPD).

## Properties
Charge: +1
Multiplicity: 1
Highest occupied orbital energy (eV): -11.761
Total energy (Eh): -2255.4080
Frontier orbital gap (Ha): 0.257

Last column: Mulliken charge in e.
Geometry (Å):
1 C 2.90420 3.44907 2.61377  -0.528
2 B 3.93724 2.60061 1.66714  0.467
3 O 4.93933 3.46901 1.03303  -0.485
4 N 3.96735 1.06471 1.55326  0.246
5 C 2.73093 0.36738 2.04395  0.567
6 C 1.41952 0.47546 1.13696  -0.903
7 O 1.37309 -0.31980 0.13263  -0.516
8 N 0.23560 1.29887 1.34709  0.598
9 C 0.29298 2.64887 0.73141  -0.766
10 C -0.33828 1.23809 2.71183  -0.932
11 O 4.52726 0.55140 0.42478  -0.272
12 C 4.04557 1.09134 -0.78721  0.441
13 N 3.45211 1.40030 -1.80489  -0.362
14 P 5.21347 0.64026 2.85702  0.879
15 N 6.67769 1.16546 2.46381  -0.562
16 O 4.83472 1.42994 4.34472  -0.462
17 O 5.36347 -1.03570 3.09810  -0.501
18 H 2.61746 4.41907 2.05738  0.345
19 H 1.95329 2.88213 2.88520  0.158
20 H 3.50918 3.66431 3.58220  0.277
21 H 4.54830 3.83719 0.19479  0.379
22 H 2.97865 -0.76746 2.10122  0.471
23 H 2.42464 0.65488 3.12466  -0.294
24 H 1.28189 2.83442 0.14844  0.153
25 H -0.55602 2.77562 -0.02315  0.254
26 H 0.23192 3.52666 1.48986  0.337
27 H 0.29969 1.68750 3.56284  0.538
28 H -0.51918 0.12677 3.01432  0.233
29 H -1.33096 1.83647 2.68938  0.275
30 H 6.66679 1.60575 1.53194  0.212
31 H 3.90110 1.24079 4.61339  0.299
32 H 4.63919 -1.26225 3.75107  0.360
33 C 0.07734 -2.07828 6.96194  -1.204
34 C 1.25326 -2.30946 6.01866  -0.560
35 C 2.21494 -1.11939 5.96426  0.288
36 C 1.48798 0.10352 5.47197  0.330
37 N 0.90839 1.06851 5.08258  -0.509
38 H -0.54198 -1.23798 6.63653  0.344
39 H -0.56466 -2.96159 6.99092  0.362
40 H 0.42492 -1.87629 7.97962  0.310
41 H 0.86730 -2.52111 5.01578  0.292
42 H 1.80247 -3.19717 6.34556  0.365
43 H 3.04607 -1.33857 5.28695  -0.320
44 H 2.63021 -0.91460 6.95508  0.408
45 C 11.47207 0.16504 3.03494  -1.168
46 C 10.21707 0.06282 3.89554  -0.403
47 C 9.73179 1.42190 4.40439  -0.086
48 C 10.79730 2.05965 5.25304  0.089
49 N 11.63845 2.56307 5.92260  -0.433
50 H 12.31736 0.56538 3.60070  0.349
51 H 11.76456 -0.82317 2.67120  0.337
52 H 11.30119 0.81041 2.16765  0.305
53 H 10.42174 -0.59927 4.74343  0.314
54 H 9.42009 -0.40356 3.30817  0.259
55 H 8.82539 1.29692 5.00254  0.194
56 H 9.49647 2.08398 3.56652  0.227
57 C -2.79550 0.39055 -1.82490  -0.885
58 C -4.04853 0.30130 -0.96089  0.073
59 C -4.51298 1.66475 -0.44372  -0.568
60 C -3.43634 2.28311 0.40389  0.389
61 N -2.58430 2.77172 1.07180  -0.602
62 H -1.94207 0.77628 -1.25920  0.137
63 H -2.51784 -0.59953 -2.19496  0.338
64 H -2.96047 1.04178 -2.68667  0.287
65 H -3.85053 -0.36817 -0.11691  0.329
66 H -4.85367 -0.15064 -1.54752  -0.149
67 H -5.41899 1.55050 0.15735  0.350
68 H -4.74151 2.33460 -1.27753  0.303
69 C -5.64155 -2.12527 -6.54988  -0.847
70 C -5.64079 -2.40334 -5.05090  -0.578
71 C -5.98268 -1.16626 -4.21742  -0.205
72 C -4.96633 -0.08528 -4.46587  0.312
73 N -4.16279 0.76753 -4.66204  -0.570
74 H -4.88125 -1.38882 -6.82420  0.342
75 H -5.42173 -3.04035 -7.10613  0.351
76 H -6.61685 -1.75280 -6.87691  0.096
77 H -4.65629 -2.78599 -4.76107  0.294
78 H -6.36826 -3.19153 -4.83484  0.346
79 H -5.98312 -1.41827 -3.15338  0.198
80 H -6.97642 -0.79053 -4.47751  0.320
81 C -9.01641 -3.44229 -10.01711  -1.002
82 C -10.26774 -3.53307 -9.14975  -0.415
83 C -10.72750 -2.17144 -8.62337  -0.423
84 C -9.64706 -1.56009 -7.77456  0.288
85 N -8.79342 -1.07738 -7.10529  -0.509
86 H -8.16097 -3.06190 -9.45236  0.238
87 H -8.74259 -4.43118 -10.39308  0.318
88 H -9.18182 -2.78505 -10.87636  0.300
89 H -10.06906 -4.20744 -8.31026  0.280
90 H -11.07559 -3.97987 -9.73677  0.306
91 H -11.63209 -2.28731 -8.02066  0.280
92 H -10.95680 -1.49625 -9.45250  0.278